Entry 1:
Below is a structure of composition C41H40F10N2O27S2, with properties calculated with ωB97M-V/def2-TZVPD.

XYZ file:
```
122
Properties=species:S:1:pos:R:3:mulliken_charge:R:1
C 8.254 -1.692 0.853 -1.17
C 7.185 -1.115 -0.047 1.10
C 6.767 0.199 0.093 -0.62
C 5.773 0.715 -0.726 -0.52
C 5.198 -0.095 -1.696 0.84
C 4.076 0.456 -2.570 -2.31
C 2.770 0.317 -1.831 0.39
C 2.289 1.276 -1.016 1.30
F 3.006 2.397 -0.900 -0.53
C 1.070 1.139 -0.257 -1.05
S 0.542 2.489 0.771 1.43
O -0.858 2.711 0.643 -0.59
O 1.120 2.356 2.062 -0.67
F 1.201 3.736 0.112 -0.22
C 0.301 -0.001 -0.290 0.52
C -0.935 -0.100 0.578 -1.74
C -1.673 -1.440 0.661 -1.04
C -2.637 -1.584 -0.529 0.10
O -3.992 -1.637 -0.112 -0.53
C 0.794 -1.015 -1.165 0.67
N 0.232 -2.220 -1.377 -0.15
S 1.171 -3.023 -2.369 0.06
N 2.321 -1.942 -2.650 -0.59
C 2.003 -0.871 -1.919 0.92
C 5.615 -1.411 -1.852 -0.53
C 6.607 -1.915 -1.028 -0.91
H 8.573 -0.957 1.589 -0.11
H 9.100 -2.025 0.251 0.36
H 7.834 -2.567 1.355 0.38
H 7.195 0.843 0.849 0.49
H 5.420 1.730 -0.623 0.38
H 4.260 1.498 -2.817 0.53
H 4.021 -0.169 -3.459 0.57
H -0.608 0.186 1.584 0.74
H -1.661 0.659 0.291 0.57
H -0.957 -2.258 0.663 0.40
H -2.235 -1.528 1.589 0.42
H -2.473 -0.731 -1.192 -0.03
H -2.373 -2.466 -1.114 0.06
H -4.376 -2.456 -0.430 0.38
H 5.139 -2.007 -2.620 0.40
H 6.909 -2.949 -1.142 0.39
C -0.521 1.518 -4.245 -0.02
C -0.270 0.717 -5.506 0.28
O -0.623 -0.596 -5.100 -0.29
C -1.547 -0.484 -4.107 0.66
O -2.217 -1.376 -3.705 -0.40
O -1.585 0.779 -3.635 -0.30
F 1.030 0.736 -5.877 -0.28
H 0.354 1.506 -3.591 -0.14
H -0.823 2.543 -4.433 0.32
H -0.887 1.005 -6.359 0.26
C -1.768 -4.482 -4.060 0.24
C -1.513 -5.362 -5.261 0.37
O -1.843 -6.651 -4.772 -0.32
C -2.766 -6.490 -3.785 0.64
O -3.432 -7.362 -3.336 -0.58
O -2.820 -5.198 -3.396 -0.31
F -0.212 -5.352 -5.642 -0.27
H -0.913 -4.401 -3.389 -0.34
H -2.074 -3.475 -4.318 0.21
H -2.136 -5.137 -6.128 0.28
C 10.227 -0.340 6.067 -0.42
C 11.437 -0.541 5.179 0.32
O 10.855 -0.600 3.890 -0.27
C 9.702 0.126 3.923 0.62
O 9.105 0.484 2.966 -0.57
O 9.343 0.380 5.203 -0.31
F 12.076 -1.705 5.437 -0.28
H 9.776 -1.295 6.338 0.28
H 10.437 0.232 6.966 0.26
H 12.162 0.274 5.207 0.29
C -2.937 4.398 2.200 -0.15
C -2.700 5.823 1.752 0.36
O -3.879 6.479 2.191 -0.34
C -4.349 5.797 3.270 0.59
O -5.170 6.207 4.023 -0.53
O -3.748 4.594 3.368 -0.33
F -2.603 5.937 0.407 -0.29
H -3.498 3.832 1.456 0.26
H -2.025 3.865 2.443 0.10
H -1.834 6.305 2.209 0.31
C -8.995 4.771 3.064 -0.44
C -8.435 4.532 4.448 0.43
O -8.486 3.115 4.552 -0.33
C -8.385 2.609 3.298 0.72
O -8.146 1.479 3.031 -0.49
O -8.590 3.582 2.376 -0.33
F -9.211 5.080 5.412 -0.30
H -10.084 4.831 3.081 0.28
H -8.589 5.655 2.580 0.28
H -7.404 4.865 4.581 0.17
C -3.344 -9.040 -0.285 -0.10
C -2.928 -8.157 0.870 0.34
O -2.468 -9.097 1.822 -0.33
C -2.017 -10.190 1.138 0.67
O -1.345 -11.044 1.604 -0.50
O -2.441 -10.145 -0.146 -0.32
F -3.970 -7.465 1.393 -0.28
H -4.370 -9.390 -0.165 0.25
H -3.235 -8.569 -1.258 0.01
H -2.123 -7.457 0.639 0.28
C 5.142 5.777 1.040 -0.40
C 5.976 6.418 -0.049 0.31
O 7.058 5.516 -0.172 -0.33
C 6.612 4.282 0.201 0.66
O 7.167 3.261 -0.015 -0.45
O 5.424 4.390 0.846 -0.28
F 6.445 7.636 0.312 -0.29
H 5.483 6.086 2.029 0.27
H 4.077 5.971 0.944 0.24
H 5.472 6.507 -1.014 0.28
C -9.011 0.820 0.148 -0.05
C -10.154 1.026 -0.819 0.32
O -9.483 1.351 -2.021 -0.34
C -8.254 0.752 -1.979 0.62
O -7.546 0.614 -2.917 -0.51
O -7.977 0.339 -0.724 -0.32
F -10.952 2.064 -0.459 -0.28
H -8.698 1.756 0.602 -0.02
H -9.224 0.098 0.930 0.34
H -10.779 0.146 -0.985 0.24
```

**ΔE to the lowest compared entry with this formula, charge and spin**: 0.0 kcal per mole
**Maximum force**: 0.93 eV/Å
**DFT total energy**: -5522.47602 hartree
**LUMO level**: -1.48 eV

Entry 2:
Below is a cluster of 2 separate species, CH5ClN2S in total at a distorted geometry, with properties calculated with ωB97M-V/def2-TZVPD.

XYZ file:
```
10
Properties=species:S:1:pos:R:3:nbo_charge:R:1
C -0.572 0.654 0.013 -0.46
N 0.434 -0.158 -0.727 -0.18
N 1.118 -0.890 0.103 -0.35
S 2.225 -1.894 -0.620 0.23
Cl 2.915 1.593 0.892 -0.28
H -1.141 0.045 0.676 0.21
H 0.082 1.284 0.566 0.22
H -1.131 1.170 -0.738 0.21
H 3.467 1.803 -0.284 0.28
H 2.910 -1.989 0.612 0.13
```

**ΔE to the lowest compared entry with this formula, charge and spin**: 35.9 kcal per mole
**Maximum force**: 4.81 eV/Å
**DFT total energy**: -1008.91005 hartree
**LUMO level**: 0.50 eV
**SMILES string**: C/N=N/S.Cl

Entry 3:
Below is a structure of composition C32H24ClN2O3PSn at a distorted geometry, with properties calculated with ωB97M-V/def2-TZVPD.

XYZ file:
```
64
Properties=species:S:1:pos:R:3:nbo_charge:R:1
Sn 1.023 -0.546 -0.793 1.41
O 4.873 -1.420 3.024 -0.68
C 3.774 -1.856 3.665 0.35
C 3.813 -1.987 5.052 -0.28
C 2.716 -2.458 5.745 -0.17
C 1.555 -2.813 5.071 -0.27
C 1.492 -2.648 3.703 -0.15
C 2.584 -2.161 2.987 -0.17
C 2.418 -1.868 1.556 0.59
O 1.208 -1.678 1.154 -0.83
N 3.480 -1.814 0.795 -0.48
N 3.194 -1.470 -0.498 -0.38
C 3.927 -1.881 -1.465 0.15
C 3.556 -1.671 -2.850 -0.25
C 4.539 -1.440 -3.814 -0.15
C 4.220 -1.255 -5.143 -0.27
C 2.898 -1.375 -5.553 -0.17
C 1.918 -1.669 -4.635 -0.30
C 2.204 -1.776 -3.268 0.44
O 1.189 -1.962 -2.449 -0.90
H 4.686 -1.478 2.059 0.51
H 4.725 -1.717 5.560 0.22
H 2.766 -2.556 6.819 0.21
H 0.708 -3.206 5.613 0.21
H 0.598 -2.898 3.149 0.23
H 4.837 -2.450 -1.270 0.19
H 5.569 -1.355 -3.495 0.21
H 4.995 -1.020 -5.856 0.21
H 2.632 -1.208 -6.587 0.21
H 0.882 -1.769 -4.926 0.22
Cl -1.569 -1.989 -0.509 0.06
C -3.138 -1.268 -0.576 -0.02
C -4.260 -2.079 -0.629 -0.23
C -5.517 -1.500 -0.667 -0.19
C -5.649 -0.121 -0.645 -0.23
C -4.524 0.687 -0.618 -0.12
C -3.252 0.123 -0.586 -0.39
P -1.695 1.075 -0.720 0.81
C -1.288 1.462 1.014 -0.27
C -0.111 2.186 1.204 -0.24
C 0.364 2.429 2.476 -0.21
C -0.333 1.951 3.574 -0.20
C -1.501 1.230 3.392 -0.19
C -1.980 0.980 2.116 -0.24
C -2.283 2.670 -1.385 -0.26
C -2.436 2.709 -2.769 -0.23
C -2.793 3.887 -3.396 -0.20
C -2.995 5.032 -2.639 -0.21
C -2.822 5.002 -1.265 -0.21
C -2.471 3.821 -0.631 -0.23
H -4.140 -3.150 -0.658 0.23
H -6.390 -2.133 -0.704 0.22
H -6.629 0.331 -0.666 0.22
H -4.616 1.765 -0.632 0.22
H 0.418 2.570 0.338 0.22
H 1.286 2.975 2.614 0.22
H 0.037 2.138 4.570 0.22
H -2.034 0.845 4.248 0.22
H -2.889 0.414 1.970 0.22
H -2.276 1.803 -3.341 0.22
H -2.901 3.920 -4.470 0.22
H -3.286 5.952 -3.124 0.22
H -2.956 5.902 -0.682 0.22
H -2.351 3.784 0.444 0.22
```

**ΔE to the lowest compared entry with this formula, charge and spin**: 14.8 kcal per mole
**Maximum force**: 1.78 eV/Å
**DFT total energy**: -2584.93032 hartree
**LUMO level**: 0.09 eV